This record from the Open Molecules 2025 dataset describes an isolated molecule of C3H4N2O3 at a distorted geometry. The level of theory is ωB97M-V/def2-TZVPD.

Results
**HOMO level**: -10.0 eV
**Lowest unoccupied orbital energy**: 0.04 eV
**Frontier orbital gap**: 10.00 eV
**Structure (SMILES)**: C=NNC(=O)C(=O)O

XYZ file:
```
12
Properties=species:S:1:pos:R:3:mulliken_charge:R:1
O -0.533 -2.078 0.788 -0.588
O 1.928 0.446 -0.685 -0.430
O 1.314 0.057 1.758 -0.467
N -0.722 0.935 -0.986 -0.343
N -1.093 -0.273 -0.401 -0.011
C 1.042 -0.008 0.515 0.510
C -0.172 -1.018 0.275 0.508
C -1.802 1.684 -1.094 -0.255
H -1.813 -1.040 -0.548 0.262
H -1.288 2.767 -1.242 0.243
H -2.946 1.397 -1.127 0.256
H 2.669 0.887 -0.437 0.316
```

***

This record from the Open Molecules 2025 dataset describes a structure of composition C10H12AsMoNO2S4Te at a distorted geometry. The level of theory is ωB97M-V/def2-TZVPD.

Results
**HOMO level**: -14.6 eV
**Charge**: +2
**Lowest unoccupied orbital energy**: -9.28 eV
**Frontier orbital gap**: 5.34 eV

XYZ file:
```
32
Properties=species:S:1:pos:R:3:mulliken_charge:R:1
Te 0.700 1.565 -0.140 0.300
Mo -0.423 0.362 2.102 1.082
As 2.008 -0.143 4.665 0.596
S 0.942 -1.075 6.036 -0.095
S 0.427 1.559 3.668 -0.246
S 3.799 0.180 3.925 -0.081
S 0.554 -1.507 2.026 -0.290
O -4.085 1.817 1.304 -0.393
O -1.962 1.018 1.285 -0.218
N -2.219 -0.606 3.192 -0.644
C -0.540 0.540 -1.541 -0.609
C 2.306 -0.646 -4.518 -0.579
C 0.453 0.115 -2.596 0.573
C 1.803 0.024 -2.269 0.546
C -3.506 0.020 2.830 -0.303
C -3.318 1.059 1.748 0.445
C 0.030 -0.189 -3.885 -0.836
C 2.733 -0.336 -3.236 -0.822
C 0.957 -0.579 -4.839 -0.578
C 2.241 0.285 -0.849 -0.719
H 3.030 -0.926 -5.271 0.418
H -4.210 -0.720 2.452 0.343
H -1.018 -0.111 -4.148 0.452
H -2.218 -1.584 2.917 0.384
H -1.026 -0.293 -1.037 0.358
H -1.297 1.236 -1.891 0.619
H -3.959 0.513 3.688 0.382
H 2.252 -0.599 -0.213 0.261
H 3.787 -0.378 -2.990 0.442
H 3.195 0.800 -0.772 0.517
H 0.627 -0.817 -5.842 0.419
H -2.065 -0.583 4.197 0.276
```

***

This record from the Open Molecules 2025 dataset describes a cluster of 3 separate species, C29H45ClN4O9 in total at a distorted geometry. The level of theory is ωB97M-V/def2-TZVPD.

Results
**HOMO level**: -9.9 eV
**Lowest unoccupied orbital energy**: 0.41 eV
**Frontier orbital gap**: 10.29 eV
**Structure (SMILES)**: [H]/N=C/C[C@@H]1NC(=O)[C@](CCCCCCOC(C)=O)(C[C@@H](C)Cl)[C@]1(OC#N)N(C)C(C)=O.O=C1CCCO1.O=C1CCCO1

XYZ file:
```
88
Properties=species:S:1:pos:R:3:mulliken_charge:R:1
Cl -4.335 2.763 -2.604 -0.206
O 3.398 2.946 -2.554 -0.276
O -4.448 2.791 2.912 -0.571
O 1.698 0.039 1.709 -0.535
O 3.719 -5.428 0.966 -0.279
O 3.225 -7.146 -0.381 -0.575
O 2.980 -0.483 -0.064 -0.502
O 5.099 3.564 -3.871 -0.595
O -1.720 -0.477 1.810 -0.533
O -1.250 1.437 -1.934 -0.629
N -3.771 0.777 2.030 0.346
N -0.646 1.644 0.301 0.479
N -0.380 -0.093 3.849 -0.715
N -1.451 5.018 -0.563 -0.666
C 3.975 5.225 -2.489 -0.419
C -1.134 -1.593 -0.867 0.044
C 4.863 -4.982 1.717 -0.307
C -4.057 0.859 -0.687 -2.836
C -3.145 1.542 4.439 -1.191
C 5.377 -7.085 0.757 -0.365
C 1.689 -1.451 -1.934 -0.733
C 2.448 3.600 -1.694 0.083
C -0.809 -1.703 -2.375 -1.514
C -1.279 4.216 0.394 -0.492
C 0.486 -1.037 -2.796 -0.679
C -3.818 1.765 3.104 0.762
C -0.978 -0.271 2.846 0.689
C -1.640 1.958 1.342 -1.220
C -2.496 0.700 1.338 0.566
C 4.266 3.852 -3.068 0.373
C 2.072 -0.207 -1.140 -0.037
C -4.146 1.040 -2.211 0.927
C -2.565 -1.094 -0.574 -1.865
C -2.673 0.389 -0.193 3.042
C -4.276 -0.506 2.531 -1.096
C -2.326 3.270 0.862 -0.484
C 2.231 -2.252 1.489 -1.069
C 3.991 -6.614 0.362 0.405
C 5.676 -6.239 1.994 -0.586
C -1.489 1.176 -0.784 -0.880
C -5.350 0.277 -2.780 -1.615
C 2.270 -0.815 1.060 0.853
C 3.121 4.897 -1.265 -0.572
H -0.397 -1.026 -0.315 -0.059
H 0.056 0.971 0.589 -0.222
H 2.222 2.947 -0.854 -0.024
H 2.505 0.522 -1.806 0.591
H -1.181 2.229 2.280 0.836
H 3.768 4.711 -0.406 0.341
H -5.376 -0.699 -2.314 0.380
H 1.486 -2.293 -1.290 0.134
H -4.359 -1.240 1.748 0.314
H -1.078 -2.602 -0.478 1.058
H -3.155 0.520 4.778 0.309
H -5.281 -0.331 2.897 0.441
H 2.414 5.676 -0.990 0.308
H -3.632 2.188 5.150 0.431
H 1.195 -2.520 1.633 0.201
H 1.147 0.223 -0.771 -0.177
H -3.120 3.128 0.145 -0.152
H -0.342 4.188 0.944 0.440
H -3.147 -1.317 -1.455 0.707
H 0.680 -1.315 -3.825 0.524
H 1.531 3.775 -2.261 0.159
H -3.284 0.624 -2.700 0.127
H 2.640 -2.929 0.754 0.361
H -6.277 0.795 -2.590 0.412
H -2.785 3.732 1.728 0.892
H -3.717 -0.905 3.368 0.363
H 3.423 5.802 -3.233 0.244
H 6.733 -6.038 2.152 0.347
H -5.195 0.100 -3.836 0.413
H -1.617 -1.346 -3.000 0.470
H -0.616 5.583 -0.680 0.306
H 5.292 -6.739 2.883 0.270
H -4.369 1.788 -0.238 1.030
H -2.982 -1.715 0.204 0.032
H 6.061 -6.871 -0.064 0.255
H 2.826 -2.342 2.387 0.400
H -2.124 1.889 4.358 0.237
H -0.717 -2.758 -2.610 0.494
H -4.778 0.125 -0.360 0.407
H 4.899 5.735 -2.236 0.321
H 5.412 -4.257 1.111 0.260
H 0.423 0.045 -2.792 0.199
H 5.372 -8.151 0.965 0.293
H 2.523 -1.676 -2.582 0.506
H 4.523 -4.493 2.627 0.296
```

***

This record from the Open Molecules 2025 dataset describes a structure of composition C28H38BN10PtSe at a distorted geometry. The level of theory is ωB97M-V/def2-TZVPD.

Results
**HOMO level**: -10.1 eV
**Charge**: +1
**Lowest unoccupied orbital energy**: -2.23 eV
**Frontier orbital gap**: 7.88 eV

XYZ file:
```
79
Properties=species:S:1:pos:R:3:mulliken_charge:R:1
Pt -0.172 -0.137 -0.331 0.521
Se 1.118 0.849 -2.149 -0.340
N -1.993 1.416 -2.149 0.348
N -0.517 -2.423 -0.822 -0.305
N -1.321 -0.274 1.403 -0.841
N -1.344 -1.457 2.068 1.085
N -0.693 -3.182 0.284 0.958
N 1.347 -0.823 0.871 -0.449
N 3.145 2.868 -1.841 0.430
N -1.888 0.334 -1.342 1.017
N 1.401 3.262 -0.613 0.465
N 1.043 -1.927 1.627 0.897
C -3.231 1.561 -2.643 0.603
C 1.945 2.396 -1.482 -0.801
C -2.811 -0.129 3.040 -1.300
C -2.212 0.536 1.967 0.613
C -1.045 -4.439 -0.066 0.897
C -3.108 -0.215 -1.301 0.588
C -2.231 -1.385 3.076 0.849
C -2.456 1.911 1.448 -0.823
C -1.293 -5.521 0.931 -1.313
C 2.122 -2.327 2.315 0.962
C 3.405 0.596 0.560 -1.109
C -3.486 -1.450 -0.556 -0.941
C 4.366 6.082 -0.439 -0.613
C -0.683 -2.647 -3.261 -1.264
C -0.767 -3.187 -1.873 0.391
C -3.585 2.670 -3.573 -1.329
C 2.634 -0.542 1.116 0.964
C 2.115 -3.494 3.243 -1.415
C -2.477 -2.515 4.017 -1.326
C 4.099 2.237 -2.739 -1.034
C 3.246 6.330 0.367 -0.555
C 3.380 4.076 -1.178 0.488
C 2.174 5.457 0.411 -0.907
C -1.107 -4.481 -1.444 -1.301
C 2.269 4.323 -0.383 0.786
C -3.976 0.537 -2.108 -1.348
C 4.456 4.951 -1.229 -0.677
C 3.156 -1.470 2.010 -1.489
B -0.362 -2.582 1.660 -1.136
H -3.550 3.635 -3.066 0.286
H 2.831 1.516 0.622 0.207
H 3.699 1.278 -3.052 0.301
H -4.594 2.524 -3.952 0.369
H 1.378 -3.370 4.036 0.268
H -3.019 -2.333 -0.993 0.079
H -0.385 -5.778 1.477 0.216
H -2.903 2.705 -4.423 0.337
H -0.079 -3.292 -3.898 0.444
H -0.386 -3.455 2.471 -0.102
H -3.364 1.947 0.842 0.173
H -1.618 2.222 0.824 -0.366
H -3.273 -2.245 4.707 0.399
H 1.310 5.652 1.031 0.453
H -4.566 -1.569 -0.614 0.480
H -1.138 1.892 -2.401 0.051
H 4.159 -1.496 2.401 0.467
H -2.045 -5.228 1.664 0.199
H 4.257 2.870 -3.610 0.381
H 0.515 3.082 -0.166 -0.001
H -1.359 -5.334 -2.052 0.516
H -2.773 -3.420 3.487 0.228
H -1.646 -6.414 0.419 0.405
H -2.574 2.620 2.268 0.507
H -3.563 0.254 3.709 0.537
H 5.042 2.093 -2.213 0.383
H -0.234 -1.654 -3.254 0.056
H -5.021 0.340 -2.279 0.491
H -3.200 -1.411 0.492 0.036
H 3.098 -3.594 3.699 0.350
H 4.317 0.721 1.141 0.426
H 5.319 4.763 -1.853 0.480
H 5.178 6.796 -0.444 0.405
H 3.218 7.229 0.965 0.411
H -1.674 -2.570 -3.715 0.229
H 3.679 0.415 -0.479 0.146
H 1.884 -4.421 2.717 0.263
H -1.585 -2.750 4.597 0.241
```